Density functional theory data (ωB97M-V with the def2-TZVPD basis set) for a 10-piece molecular cluster, C43H112N8O19 overall.

For the maximum force, the calculation gives 0.034 hartree/bohr. The energy above the lowest of the compared OMol25 structures with the same formula, charge and spin comes out at 0.0 kcal/mol. Its total energy is -97222.973 eV. As for the net charge: 0. Its SMILES is COCCNCCOC.COCCNCCOC.COCCNCCOC.COCCNCCOC.COCCNCCOC.COCCNCCOC.NC(N)=O.OCCO.OCCO.OCCO. The value obtained for the orbital gap is 0.32107 hartree.

Element x y z (Å)
H (-1.67, 7.81, -7.20)
H (6.95, -4.04, 2.75)
H (-4.19, 0.55, -7.44)
N (-1.46, 4.69, 5.59)
H (-4.56, -2.17, -10.76)
H (-2.62, -1.88, 3.08)
C (-4.65, 0.48, 1.34)
H (5.85, -5.30, 5.09)
H (3.65, -2.97, -0.59)
C (-2.27, 5.75, 4.96)
H (-2.19, -2.30, -4.37)
H (-2.65, 6.42, 7.01)
H (-0.06, 4.69, 3.96)
H (1.82, -2.13, -1.70)
H (1.95, -5.57, 2.74)
H (7.17, -4.57, 7.29)
C (1.14, 6.39, -6.33)
O (5.63, -1.71, -2.16)
H (-0.10, 2.40, 5.96)
H (-5.42, 7.73, 5.46)
H (5.27, 2.27, 1.00)
C (9.36, -2.23, 6.56)
H (1.60, 2.42, 1.15)
N (-0.78, -0.61, 0.94)
H (2.75, -4.08, -3.84)
C (-1.96, -3.99, -0.31)
H (4.71, -3.38, 2.35)
H (0.13, 4.73, -7.24)
H (-4.42, 2.57, 1.21)
H (-5.33, 0.28, 2.19)
H (2.88, 0.73, 0.88)
C (0.06, 2.93, -5.35)
H (1.80, 4.39, -6.77)
H (2.19, -4.23, 3.87)
H (-5.40, -0.41, -0.35)
C (0.87, 4.90, -6.46)
H (-0.09, -2.16, 3.88)
O (1.21, 2.45, 4.39)
C (7.86, -4.08, 6.60)
C (2.57, -4.70, 2.95)
H (-6.33, 6.57, 6.48)
H (5.81, -2.80, 0.19)
C (-2.09, -2.81, 3.28)
H (-1.19, -4.30, 2.31)
H (2.51, -3.99, 2.11)
H (3.85, -1.64, -2.81)
H (-3.07, 7.58, 5.78)
C (-5.47, -1.65, -10.44)
O (-1.45, -5.31, -0.38)
H (-5.54, -0.31, -6.83)
H (-0.80, 5.19, 6.19)
C (0.72, 1.19, 4.03)
H (4.09, 2.24, -0.30)
H (1.35, -4.34, -2.65)
H (-0.91, 2.79, -5.85)
H (-2.03, -1.77, -6.77)
O (-4.42, 6.03, 6.03)
H (-1.20, -3.26, -0.65)
H (4.48, -0.39, -1.06)
C (-0.62, 4.01, 4.61)
H (-0.78, 2.82, -3.37)
C (-0.20, -5.52, 0.22)
H (9.00, -1.82, 5.61)
C (5.37, -1.00, -0.94)
C (6.21, -4.67, 3.26)
H (4.52, -3.55, 4.10)
O (-7.60, 0.53, -2.08)
C (-2.13, -0.68, -2.44)
H (1.71, 6.59, -5.42)
C (-0.06, 2.28, -3.99)
O (-0.04, 7.16, -6.24)
H (-1.07, -0.80, -2.18)
H (6.31, -3.03, 5.45)
C (0.23, -3.55, 6.00)
H (-6.05, -0.88, -2.10)
H (1.09, 3.76, 5.91)
C (-1.95, 2.88, 0.78)
H (-7.37, 0.75, 0.65)
H (-1.15, -1.45, 1.37)
O (2.05, 3.25, 0.99)
H (-2.72, -3.97, -1.09)
H (-0.23, 1.30, 3.48)
H (2.20, -1.79, 1.07)
H (8.65, -4.81, 6.37)
H (-2.47, 3.59, 0.11)
N (-3.78, -0.99, -6.03)
C (-6.63, -0.23, -2.76)
O (-0.76, -3.74, 5.02)
C (1.28, 1.65, -2.16)
C (4.83, -4.08, 3.19)
C (-5.36, 7.04, 6.30)
H (0.92, 0.62, -2.27)
H (1.10, -2.16, -3.31)
H (-0.28, -5.85, 1.26)
H (0.35, -6.30, -0.32)
H (0.82, 2.37, -5.92)
O (-2.29, -0.31, -3.79)
H (3.39, -5.16, -1.84)
H (-5.91, -1.12, -11.28)
H (7.81, -3.27, 4.60)
H (6.24, -5.57, 2.65)
N (0.41, 4.33, -5.20)
O (8.41, -2.96, 7.27)
O (1.17, 0.53, 0.76)
H (-4.00, -0.40, 1.32)
H (-3.33, -4.34, 1.31)
H (-0.07, -2.75, 6.69)
H (6.48, -2.14, -2.04)
O (3.24, -4.21, -1.83)
H (0.56, 0.52, 4.89)
O (-5.17, -0.76, -9.39)
C (3.36, 3.18, 1.52)
H (-0.85, 6.44, -8.03)
C (4.21, 2.15, 0.79)
H (0.66, 2.13, -1.39)
H (-3.45, -1.59, -8.65)
H (3.38, 2.86, 2.57)
H (2.30, 1.72, -1.80)
O (1.21, 2.36, -3.37)
H (-0.95, 2.73, 0.39)
H (-1.65, 6.46, 4.39)
H (-4.93, -2.37, -8.10)
H (-6.20, -2.41, -10.11)
H (1.17, 4.33, -4.53)
C (-6.59, 1.23, 0.04)
H (-2.96, 5.28, 4.26)
C (-0.70, 7.37, -7.46)
H (-0.37, 1.23, -4.11)
N (1.20, -1.71, 1.22)
H (-6.41, 2.18, 0.57)
H (-5.96, 0.44, -3.32)
C (0.40, 3.14, 5.33)
H (-2.64, 0.03, -1.79)
H (-7.17, -0.82, -3.51)
H (0.67, -2.53, 1.43)
H (1.41, 0.74, 3.32)
C (-1.02, -2.56, 4.31)
H (-2.80, -3.49, 3.77)
C (5.12, -1.93, 0.23)
H (-4.14, -0.77, -5.12)
O (-2.62, 1.64, 0.86)
H (5.31, -1.49, 1.20)
H (6.20, -0.33, -0.71)
C (-2.55, -3.62, 1.03)
C (0.58, -0.53, 0.99)
O (3.79, -2.42, 0.20)
N (-5.33, 0.51, 0.06)
C (2.30, -3.84, -2.88)
H (0.45, -4.63, 0.17)
H (-1.99, 0.04, -6.26)
O (3.03, -1.54, -3.31)
C (-4.49, -1.39, -8.34)
H (-3.62, 1.85, 2.66)
N (-1.53, -3.38, 2.04)
C (2.03, -2.36, -2.76)
O (3.81, 0.84, 1.16)
H (-5.15, 7.55, 7.26)
C (-3.83, 1.72, 1.59)
H (-1.41, -1.80, 5.01)
H (1.19, -3.28, 5.55)
H (-2.65, -1.64, -2.30)
C (-2.32, -0.99, -6.06)
O (3.90, -5.16, 3.08)
H (-0.15, 8.06, -8.12)
C (-4.50, -0.47, -7.15)
H (-3.13, -2.70, 0.83)
H (-1.24, 3.36, 3.98)
H (0.34, -4.48, 6.56)
H (-7.93, 2.28, -1.21)
H (9.59, -1.36, 7.17)
C (-7.08, 1.60, -1.33)
C (7.14, -3.75, 5.32)
H (-1.84, 3.33, 1.77)
H (-6.30, 2.16, -1.85)
C (-1.83, -1.31, -4.67)
C (-3.08, 6.50, 6.00)
H (-1.37, 0.17, 0.70)
H (10.26, -2.80, 6.34)
H (3.79, 4.18, 1.49)
H (1.74, 6.75, -7.18)
N (6.69, -4.97, 4.62)
H (-0.73, -1.34, -4.65)

Löwdin population analysis, charges in e, atoms 1 to 6:
1 H 0.088
2 H 0.113
3 H 0.126
4 N -0.062
5 H 0.088
6 H 0.112

***

Density functional theory data (ωB97M-V with the def2-TZVPD basis set) for C5H7NO as an isolated structure.

For the maximum force, the calculation gives 0.063 hartree/bohr. The energy above the lowest of the compared OMol25 structures with the same formula, charge and spin comes out at 220.0 kcal/mol. Its total energy is -8826.661 eV. As for the net charge: 0. The value obtained for the orbital gap (alpha / beta) is 0.37637 / 0.25586 hartree.

Element x y z (Å)
H (-0.27, -1.46, 0.74)
H (-1.58, 1.05, -0.34)
O (0.50, 1.06, -0.28)
H (-1.30, -1.39, -0.34)
C (-0.57, -0.72, 0.03)
C (-0.75, 0.78, 0.33)
N (1.49, -0.87, -1.35)
H (-0.68, 2.42, 1.52)
H (-2.05, 1.27, 1.85)
H (2.82, -2.52, -2.60)
C (-0.98, 1.38, 1.65)
C (0.65, -0.19, -0.74)
H (-0.50, 0.72, 2.44)
C (3.22, -1.53, -2.92)

Löwdin population analysis, charges in e, atoms 1 to 6:
1 H 0.109
2 H 0.150
3 O 0.072
4 H 0.100
5 C -0.012
6 C -0.385

***

Density functional theory data (ωB97M-V with the def2-TZVPD basis set) for an isolated ion of composition C4H2ClN2O2 and charge -1.

For the maximum force, the calculation gives 0.072 hartree/bohr. The energy above the lowest of the compared OMol25 structures with the same formula, charge and spin comes out at 55.2 kcal/mol. Its total energy is -23776.481 eV. As for the net charge: -1. The value obtained for the orbital gap (alpha / beta) is 0.27016 / 0.27023 hartree.

Element x y z (Å)
C (0.72, -3.10, 0.06)
C (0.30, -0.66, -0.06)
C (0.65, 0.71, 0.22)
N (1.07, -1.58, 0.27)
H (-0.65, -0.94, -0.49)
N (1.89, 0.97, 0.36)
O (1.21, -3.51, -0.99)
O (0.04, -3.62, 0.91)
Cl (4.49, 0.57, -0.10)
C (3.03, 0.60, 0.72)
H (-0.02, 1.43, 0.41)

Löwdin population analysis, charges in e, atoms 1 to 6:
1 C -0.801
2 C -0.210
3 C -0.127
4 N 0.146
5 H 0.107
6 N -0.052